(1)
Entry from the OMol25 dataset: a structure of composition CH2IN in a non-equilibrium geometry (ωB97M-V/def2-TZVPD).

Summary:
- largest force on an atom (eV Å⁻¹) = 4.28
- Kohn-Sham gap (alpha / beta) (eV) = 6.914 / 6.911
- spin multiplicity = 1
- charge = 0
- energy (a.u.) = -391.63491
- highest occupied orbital energy (alpha / beta) (Ha) = -0.34927 / -0.34923

Positions of all 5 atoms, in Å:
C  0.719  -0.005  0.128
N  -0.167  -0.893  0.179
I  -2.688  0.308  -0.012
H  1.648  -0.379  -0.031
H  0.489  0.969  -0.265

Löwdin atomic charge list, values in e, 4 entries: C -0.19; N -0.02; I 0.11; H 0.04

***

(2)
Entry from the OMol25 dataset: a structure of composition CH2INO2 in a non-equilibrium geometry (ωB97M-V/def2-TZVPD).

Summary:
- largest force on an atom (eV Å⁻¹) = 6.61
- Kohn-Sham gap (eV) = 8.594
- spin multiplicity = 1
- charge = 0
- energy (a.u.) = -542.11455
- highest occupied orbital energy (Ha) = -0.35138

Positions of all 7 atoms, in Å:
C  0.702  0.055  1.150
N  -0.469  0.359  1.086
O  1.738  -0.335  1.542
O  -0.734  -0.272  -1.448
I  0.916  -0.380  -2.673
H  -1.723  0.799  0.907
H  -0.430  -0.226  -0.562

Löwdin atomic charge list, values in e, 4 entries: C -0.47; N 0.10; O 0.13; O -0.72

***

(3)
Entry from the OMol25 dataset: the molecule CH2INO3 in a non-equilibrium geometry (ωB97M-V/def2-TZVPD).

Summary:
- largest force on an atom (eV Å⁻¹) = 5.63
- Kohn-Sham gap (eV) = 8.577
- spin multiplicity = 1
- charge = 0
- SMILES = O=[N+]([O-])OCI
- energy (a.u.) = -617.25689
- highest occupied orbital energy (Ha) = -0.34057

Positions of all 8 atoms, in Å:
O  -0.706  0.175  -2.225
N  -0.879  0.389  -1.100
O  -1.501  0.811  -0.211
O  0.517  -0.375  -0.599
C  0.421  -0.507  0.759
I  1.800  1.418  1.485
H  -0.597  -0.509  0.906
H  0.946  -1.402  0.984

Löwdin atomic charge list, values in e, 4 entries: O 0.21; N -0.30; O 0.17; O -0.19

***

(4)
Entry from the OMol25 dataset: a structure of composition CH2IOP in a non-equilibrium geometry (ωB97M-V/def2-TZVPD).

Summary:
- largest force on an atom (eV Å⁻¹) = 3.81
- Kohn-Sham gap (eV) = 9.103
- spin multiplicity = 1
- charge = 0
- energy (a.u.) = -753.52151
- highest occupied orbital energy (Ha) = -0.34280

Positions of all 6 atoms, in Å:
C  0.899  0.254  0.460
O  1.773  -0.540  0.457
P  -0.690  -0.902  -0.113
I  -2.881  0.247  -0.208
H  -0.469  -0.541  -1.400
H  1.368  1.482  0.804

Löwdin atomic charge list, values in e, 4 entries: C -0.50; O -0.11; P 0.43; I 0.21

***

(5)
Entry from the OMol25 dataset: a structure of composition CH2IOP in a non-equilibrium geometry (ωB97M-V/def2-TZVPD).

Summary:
- largest force on an atom (eV Å⁻¹) = 4.57
- Kohn-Sham gap (eV) = 9.092
- spin multiplicity = 1
- charge = 0
- energy (a.u.) = -753.53621
- highest occupied orbital energy (Ha) = -0.35585

Positions of all 6 atoms, in Å:
C  0.377  0.403  0.041
O  -0.434  -1.983  -0.676
P  -0.330  -1.222  0.571
I  -1.581  1.340  -0.015
H  1.074  0.258  -0.935
H  0.895  1.205  1.013

Löwdin atomic charge list, values in e, 4 entries: C -0.92; O -0.52; P 0.59; I 0.68

***

(6)
Entry from the OMol25 dataset: a structure of composition CH2MgO4 in a non-equilibrium geometry (ωB97M-V/def2-TZVPD).

Summary:
- largest force on an atom (eV Å⁻¹) = 3.95
- ⟨S²⟩ = 0.75
- Kohn-Sham gap (alpha / beta) (eV) = 5.545 / 8.245
- spin multiplicity = 2
- charge = -1
- energy (a.u.) = -540.46679
- highest occupied orbital energy (alpha / beta) (Ha) = -0.07562 / -0.18372

Positions of all 8 atoms, in Å:
O  -0.730  0.994  0.589
C  -1.418  0.155  -0.101
O  -1.140  -1.146  0.055
O  -2.084  0.491  -1.090
Mg  1.139  1.621  0.283
H  -0.103  -1.296  0.120
O  1.847  -0.184  0.344
H  2.490  -0.635  -0.200

Löwdin atomic charge list, values in e, 4 entries: O -0.24; C -0.84; O 0.01; O -0.02

***

(7)
Entry from the OMol25 dataset: the molecule CH2N2 in a non-equilibrium geometry (ωB97M-V/def2-TZVPD).

Summary:
- largest force on an atom (eV Å⁻¹) = 7.04
- Kohn-Sham gap (eV) = 10.309
- spin multiplicity = 1
- charge = 0
- SMILES = C1N=N1
- energy (a.u.) = -148.68921
- highest occupied orbital energy (Ha) = -0.40201

Positions of all 5 atoms, in Å:
C  0.212  -0.008  -0.003
N  -1.041  0.719  -0.024
N  -0.999  -0.671  0.017
H  0.914  0.099  -0.822
H  0.915  -0.139  0.832

Löwdin atomic charge list, values in e, 4 entries: C -0.37; N 0.12; N 0.09; H 0.07

***

(8)
Entry from the OMol25 dataset: the molecule CH2N2O2 in a non-equilibrium geometry (ωB97M-V/def2-TZVPD).

Summary:
- largest force on an atom (eV Å⁻¹) = 2.97
- Kohn-Sham gap (eV) = 9.878
- spin multiplicity = 1
- charge = 0
- SMILES = [H]/N=N/C(=O)O
- energy (a.u.) = -299.24692
- highest occupied orbital energy (Ha) = -0.39441

Positions of all 7 atoms, in Å:
H  1.557  0.895  0.094
N  0.666  0.364  0.222
N  -0.169  1.162  -0.213
C  -1.503  0.470  -0.087
O  -2.464  1.190  -0.223
O  -1.444  -0.853  0.363
H  -0.453  -0.941  0.572

Löwdin atomic charge list, values in e, 4 entries: H 0.10; N 0.06; N 0.07; C -0.49

***

(9)
Entry from the OMol25 dataset: the molecule CH2N2O2S2 in a non-equilibrium geometry (ωB97M-V/def2-TZVPD).

Summary:
- largest force on an atom (eV Å⁻¹) = 4.21
- Kohn-Sham gap (eV) = 10.097
- spin multiplicity = 1
- charge = 0
- SMILES = NS(=O)(=O)N=C=S
- energy (a.u.) = -1095.63403
- highest occupied orbital energy (Ha) = -0.37777

Positions of all 9 atoms, in Å:
N  0.172  -0.176  -0.969
S  1.619  0.449  -0.489
O  1.607  0.190  0.911
O  1.863  1.696  -1.105
N  2.695  -0.676  -1.142
C  2.963  -0.688  -2.290
S  3.358  -0.555  -3.769
H  -0.268  -0.508  -0.026
H  -0.422  0.491  -1.313

Löwdin atomic charge list, values in e, 4 entries: N -0.06; S 0.55; O -0.29; O -0.26

***

(10)
Entry from the OMol25 dataset: the molecule CH2N2O2S2 in a non-equilibrium geometry (ωB97M-V/def2-TZVPD).

Summary:
- largest force on an atom (eV Å⁻¹) = 1.80
- Kohn-Sham gap (eV) = 8.619
- spin multiplicity = 1
- charge = 0
- SMILES = [H]/N=[N+](\[O-])OSC=S
- energy (a.u.) = -1095.49681
- highest occupied orbital energy (Ha) = -0.33363

Positions of all 9 atoms, in Å:
H  -2.327  1.151  0.369
N  -1.685  0.526  -0.108
N  -2.078  -0.622  -0.199
O  -3.063  -1.202  0.116
O  -1.128  -1.507  -0.889
S  0.268  -0.947  -1.504
C  1.423  -1.236  -0.244
S  1.088  -1.693  1.272
H  2.430  -1.063  -0.597

Löwdin atomic charge list, values in e, 4 entries: H 0.11; N 0.15; N -0.44; O 0.09

***

(11)
Entry from the OMol25 dataset: a cluster of 2 separate species, CH2N2O3 in total in a non-equilibrium geometry (ωB97M-V/def2-TZVPD).

Summary:
- largest force on an atom (eV Å⁻¹) = 4.01
- Kohn-Sham gap (alpha / beta) (eV) = 9.581 / 9.581
- spin multiplicity = 1
- charge = 0
- energy (a.u.) = -374.28436
- highest occupied orbital energy (alpha / beta) (Ha) = -0.36104 / -0.36098

Positions of all 8 atoms, in Å:
C  1.153  0.064  -0.100
N  0.046  0.894  -0.395
N  -1.460  -0.279  -0.069
O  -2.459  0.063  -0.607
O  -1.165  -1.178  0.598
O  0.697  0.988  0.811
H  1.162  -1.024  0.259
H  2.025  0.472  -0.496

Löwdin atomic charge list, values in e, 4 entries: C -0.21; N 0.11; N -0.32; O 0.11

***

(12)
Entry from the OMol25 dataset: the molecule CH2N2O3 in a non-equilibrium geometry (ωB97M-V/def2-TZVPD).

Summary:
- largest force on an atom (eV Å⁻¹) = 4.22
- Kohn-Sham gap (eV) = 10.139
- spin multiplicity = 1
- charge = 0
- SMILES = O=NO/N=C\O
- energy (a.u.) = -374.35658
- highest occupied orbital energy (Ha) = -0.39099

Positions of all 8 atoms, in Å:
O  -2.193  -1.098  0.036
N  -1.171  -0.461  -0.025
O  -1.225  0.866  0.066
N  0.077  1.319  0.013
C  1.043  0.494  -0.016
O  1.164  -0.843  -0.053
H  1.970  1.055  -0.026
H  0.336  -1.332  0.004

Löwdin atomic charge list, values in e, 4 entries: O 0.08; N -0.13; O -0.01; N 0.05

***

(13)
Entry from the OMol25 dataset: the molecule CH2N2O3 in a non-equilibrium geometry (ωB97M-V/def2-TZVPD).

Summary:
- largest force on an atom (eV Å⁻¹) = 4.41
- Kohn-Sham gap (eV) = 11.078
- spin multiplicity = 1
- charge = 0
- SMILES = O=[N+]([O-])N1CO1
- energy (a.u.) = -374.29933
- highest occupied orbital energy (Ha) = -0.39699

Positions of all 8 atoms, in Å:
O  -2.191  -0.300  -0.124
N  -1.123  -0.728  0.099
O  -0.681  -1.792  -0.086
N  -0.080  0.241  0.727
C  1.034  0.486  -0.004
O  0.079  1.461  0.002
H  2.055  0.674  0.325
H  0.906  -0.043  -0.939

Löwdin atomic charge list, values in e, 4 entries: O 0.15; N -0.41; O 0.13; N 0.06

***

(14)
Entry from the OMol25 dataset: the molecule CH2N2O3 in a non-equilibrium geometry (ωB97M-V/def2-TZVPD).

Summary:
- largest force on an atom (eV Å⁻¹) = 4.09
- ⟨S²⟩ = 2.01
- Kohn-Sham gap (alpha / beta) (eV) = 9.749 / 7.100
- spin multiplicity = 3
- charge = 0
- energy (a.u.) = -374.27749
- highest occupied orbital energy (alpha / beta) (Ha) = -0.32347 / -0.38166

Positions of all 8 atoms, in Å:
C  0.464  -0.145  -0.504
N  -0.104  -0.118  -1.612
N  -2.170  0.375  -0.454
O  -1.403  0.292  -1.634
O  -0.064  0.098  0.666
O  -3.290  0.057  -0.643
H  1.533  -0.580  -0.514
H  -1.045  0.230  0.473

Löwdin atomic charge list, values in e, 4 entries: C -0.30; N 0.07; N -0.13; O -0.05

***

(15)
Entry from the OMol25 dataset: the molecule CH2N2O3S in a non-equilibrium geometry (ωB97M-V/def2-TZVPD).

Summary:
- largest force on an atom (eV Å⁻¹) = 2.41
- Kohn-Sham gap (eV) = 11.333
- spin multiplicity = 1
- charge = 0
- SMILES = NS(=O)(=O)N=C=O
- energy (a.u.) = -772.70249
- highest occupied orbital energy (Ha) = -0.41227

Positions of all 9 atoms, in Å:
N  1.464  -0.076  -0.080
S  0.130  0.527  -0.737
O  0.070  0.077  -2.107
O  -0.091  1.928  -0.441
N  -0.901  -0.527  0.144
C  -1.621  -0.346  1.085
O  -2.261  -0.437  2.032
H  1.313  -0.499  0.883
H  1.898  -0.645  -0.779

Löwdin atomic charge list, values in e, 4 entries: N -0.09; S 0.59; O -0.29; O -0.28

***

(16)
Entry from the OMol25 dataset: the molecule CH2N2O4 in a non-equilibrium geometry (ωB97M-V/def2-TZVPD).

Summary:
- largest force on an atom (eV Å⁻¹) = 4.40
- Kohn-Sham gap (eV) = 10.437
- spin multiplicity = 1
- charge = 0
- SMILES = O=NOC[N+](=O)[O-]
- energy (a.u.) = -449.55577
- highest occupied orbital energy (Ha) = -0.39473

Positions of all 9 atoms, in Å:
O  1.457  -1.133  2.393
N  0.739  -1.069  1.456
O  0.291  0.204  1.196
C  -0.699  0.152  -0.116
N  0.077  0.532  -1.318
O  1.243  0.771  -1.214
O  -0.586  0.546  -2.324
H  -1.042  -0.877  -0.175
H  -1.480  0.874  0.104

Löwdin atomic charge list, values in e, 4 entries: O 0.06; N -0.10; O -0.09; C 0.07

***

(17)
Entry from the OMol25 dataset: a cluster of 2 separate species, CH2N2OS in total in a non-equilibrium geometry (ωB97M-V/def2-TZVPD).

Summary:
- largest force on an atom (eV Å⁻¹) = 3.51
- Kohn-Sham gap (alpha / beta) (eV) = 9.243 / 9.062
- spin multiplicity = 1
- charge = 0
- energy (a.u.) = -622.08110
- highest occupied orbital energy (alpha / beta) (Ha) = -0.38068 / -0.42904

Positions of all 7 atoms, in Å:
C  -0.170  1.070  1.350
N  -0.158  2.201  1.262
N  -0.032  -0.514  -2.318
O  1.035  -1.183  1.674
S  -0.277  -0.686  1.321
H  -0.465  -1.180  -1.731
H  0.067  0.291  -1.559

Löwdin atomic charge list, values in e, 4 entries: C -0.50; N 0.12; N 0.08; O -0.51

***

(18)
Entry from the OMol25 dataset: a cluster of 2 separate species, CH2N2OS in total in a non-equilibrium geometry (ωB97M-V/def2-TZVPD).

Summary:
- largest force on an atom (eV Å⁻¹) = 3.83
- Kohn-Sham gap (alpha / beta) (eV) = 7.393 / 7.403
- spin multiplicity = 1
- charge = 0
- SMILES = N=C=O.N=S
- energy (a.u.) = -622.16757
- highest occupied orbital energy (alpha / beta) (Ha) = -0.31351 / -0.31270

Positions of all 7 atoms, in Å:
N  0.058  1.415  -0.344
C  0.808  0.835  0.363
O  1.681  0.265  0.866
H  -0.728  1.907  0.007
N  -0.933  -1.258  -0.069
S  0.410  -2.084  0.137
H  -1.296  -1.080  -0.959

Löwdin atomic charge list, values in e, 4 entries: N 0.20; C -0.51; O 0.09; H 0.09

***

(19)
Entry from the OMol25 dataset: a cluster of 2 separate species, CH2N2OS2 in total in a non-equilibrium geometry (ωB97M-V/def2-TZVPD).

Summary:
- largest force on an atom (eV Å⁻¹) = 1.95
- Kohn-Sham gap (eV) = 8.861
- spin multiplicity = 1
- charge = 0
- energy (a.u.) = -1020.28146
- highest occupied orbital energy (Ha) = -0.32821

Positions of all 8 atoms, in Å:
C  -0.996  0.714  -0.947
N  0.620  -1.641  1.223
N  1.143  -0.669  1.145
O  0.152  -2.702  1.359
S  0.556  0.723  -1.665
S  -1.355  1.523  0.536
H  0.056  -0.134  -2.608
H  -0.176  2.185  0.956

Löwdin atomic charge list, values in e, 4 entries: C -1.01; N -0.30; N 0.22; O 0.10

***

(20)
Entry from the OMol25 dataset: a cluster of 2 separate species, CH2N2S2 in total in a non-equilibrium geometry (ωB97M-V/def2-TZVPD).

Summary:
- largest force on an atom (eV Å⁻¹) = 1.57
- Kohn-Sham gap (alpha / beta) (eV) = 6.594 / 6.775
- spin multiplicity = 1
- charge = 0
- energy (a.u.) = -945.05853
- highest occupied orbital energy (alpha / beta) (Ha) = -0.31862 / -0.32984

Positions of all 7 atoms, in Å:
C  1.734  0.279  -0.066
N  2.882  0.016  -0.181
N  0.549  0.410  0.112
S  -0.725  -2.587  -0.007
S  4.362  -0.500  0.052
H  -0.014  1.085  -0.360
H  -1.228  -1.443  -0.596

Löwdin atomic charge list, values in e, 4 entries: C -0.38; N -0.47; N 0.14; S 0.29